Here is a cluster of 2 separate species, C3H3NS2 in total at a distorted geometry from the OMol25 dataset. Energies are from ωB97M-V with the def2-TZVPD basis set.

Last columns: bonded neighbours and bond lengths (Å).
Geometry (Å):
1 C -0.01271 0.20787 -0.52375  C2 1.308, H7 1.001, H8 1.017
2 C -0.20309 -0.48062 0.57150  C1 1.308, N4 1.217
3 C 3.11064 2.21073 1.11218  S5 1.532, S6 1.577
4 N -0.49456 -1.33246 1.38985  C2 1.217, H9 1.036
5 S 2.25505 3.47788 1.21306  C3 1.532
6 S 4.01450 0.95336 0.81612  C3 1.577
7 H 0.62597 0.02538 -1.27312  C1 1.001
8 H -0.78856 0.83999 -0.70704  C1 1.017
9 H -0.21408 -1.53104 2.36670  N4 1.036

The electronic energy is -26317.97403 eV. The multiplicity is 1. The orbital gap is 8.652 eV. The value obtained for the LUMO energy is -0.1 eV.

What are the natural (NBO) partial charges on each atom? They are as follows, in elementary charge units: -0.678, 0.467, -0.362, -0.662, 0.217, 0.145, 0.235, 0.231, 0.407